[1]
Formula: C5H8B2O4S
Source: OMol25
Level of theory: ωB97M-V/def2-TZVPD

net charge = 0
HOMO-LUMO gap = 0.27949 Eh
LUMO level = 0.14 eV
maximum force = 3.02 eV/A
total energy = -944.334199 hartree

Bonds (Å) are listed after each position.
Positions of all 20 atoms, in Å:
1 O 2.288 -1.772 -0.573  B2 1.364, H13 0.992
2 B 1.184 -1.095 -1.002  O1 1.364, O3 1.374, C4 1.550
3 O 0.386 -1.593 -2.004  B2 1.374, H14 0.952
4 C 0.802 0.154 -0.168  B2 1.550, C5 1.346, C12 1.412
5 C -0.503 0.337 0.106  C4 1.346, B6 1.560, C9 1.510
6 B -1.778 -0.552 -0.031  C5 1.560, O7 1.347, O8 1.403
7 O -1.583 -1.856 0.246  B6 1.347, H15 0.980
8 O -3.028 0.058 -0.212  B6 1.403, H16 0.959
9 C -0.920 1.607 0.808  C5 1.510, S10 1.773, H17 1.130, H18 1.142
10 S 0.198 2.197 2.050  C9 1.773, C11 1.672
11 C 1.665 1.919 1.298  S10 1.672, C12 1.310, H19 1.117
12 C 1.750 1.099 0.279  C4 1.412, C11 1.310, H20 1.042
13 H 2.759 -2.083 -1.388  O1 0.992
14 H 0.626 -2.500 -2.170  O3 0.952
15 H -2.342 -2.437 0.034  O7 0.980
16 H -3.618 -0.695 -0.289  O8 0.959
17 H -0.998 2.463 0.073  C9 1.130
18 H -1.997 1.486 1.168  C9 1.142
19 H 2.446 2.378 1.951  C11 1.117
20 H 2.663 0.885 -0.176  C12 1.042

=====

[2]
Formula: CH3NOS2
Source: OMol25
Level of theory: ωB97M-V/def2-TZVPD

net charge = 0
HOMO-LUMO gap (alpha / beta) = 0.32224 / 0.23788 Eh
spin multiplicity = 3
expectation value of S² = 2.008
LUMO level (alpha / beta) = 0.78 / -3.47 eV
maximum force = 2.96 eV/A
total energy = -966.143144 hartree

Bonds (Å) are listed after each position.
Positions of all 8 atoms, in Å:
1 C 1.379 -0.182 -0.200  N2 1.249, H6 1.094, H7 1.084
2 N 0.793 0.921 -0.162  C1 1.249, H8 1.021
3 O -1.612 -1.436 0.601  S5 1.450
4 S -2.715 1.139 0.158  S5 1.905
5 S -2.276 -0.628 -0.402  O3 1.450, S4 1.905
6 H 2.251 -0.475 0.390  C1 1.094
7 H 1.000 -0.934 -0.882  C1 1.084
8 H 1.181 1.596 0.498  N2 1.021

=====

[3]
Formula: C3H6N4O
Source: OMol25
Level of theory: ωB97M-V/def2-TZVPD

net charge = 0
HOMO-LUMO gap = 0.33719 Eh
LUMO level = 0.38 eV
maximum force = 6.80 eV/A
total energy = -411.922022 hartree

Bonds (Å) are listed after each position.
Positions of all 14 atoms, in Å:
1 H -2.478 -0.481 0.215  N2 1.084
2 N -2.201 0.516 -0.106  H1 1.084, C3 1.288
3 C -0.920 0.638 -0.063  N2 1.288, C4 1.403, N8 1.547
4 C -0.135 1.801 -0.025  C3 1.403, C5 1.398, H10 1.060
5 C 1.050 1.122 0.272  C4 1.398, N6 1.412, H11 1.189
6 N 1.090 -0.268 0.516  C5 1.412, O7 1.430, N8 1.516
7 O 2.111 -0.616 -0.423  N6 1.430, H12 1.100
8 N -0.146 -0.687 -0.256  C3 1.547, N6 1.516, N9 1.359
9 N -0.967 -1.707 0.110  N8 1.359, H13 1.116, H14 1.025
10 H -0.385 2.739 -0.451  C4 1.060
11 H 2.158 1.444 -0.015  C5 1.189
12 H 2.560 -1.282 0.329  O7 1.100
13 H -1.629 -2.249 -0.606  N9 1.116
14 H -1.518 -1.598 0.967  N9 1.025

=====

[4]
Formula: C4H11N2O2
Source: OMol25
Level of theory: ωB97M-V/def2-TZVPD

net charge = +1
HOMO-LUMO gap = 0.37578 Eh
LUMO level = -2.92 eV
maximum force = 4.20 eV/A
total energy = -418.696003 hartree

Bonds (Å) are listed after each position.
Positions of all 19 atoms, in Å:
1 N -0.198 -1.582 -0.826  C2 1.506, H9 1.046, H10 1.020
2 C -0.961 -0.670 -1.751  N1 1.506, C3 1.523, H11 1.151, H12 1.079
3 C -0.829 0.697 -1.092  C2 1.523, N4 1.543, H13 1.083, H14 1.032
4 N -0.913 0.470 0.432  C3 1.543, C5 1.398, H15 1.074, H16 1.100
5 C 0.069 1.105 1.197  N4 1.398, C6 1.331, H17 1.039
6 C 1.260 0.552 1.416  C5 1.331, O7 1.379, O8 1.326
7 O 1.401 -0.759 1.012  C6 1.379, H18 1.048
8 O 2.259 1.230 1.964  C6 1.326, H19 1.024
9 H -0.609 -2.538 -0.716  N1 1.046
10 H 0.817 -1.523 -0.911  N1 1.020
11 H -2.010 -1.128 -1.629  C2 1.151
12 H -0.697 -0.741 -2.794  C2 1.079
13 H 0.223 0.868 -1.284  C3 1.083
14 H -1.480 1.390 -1.493  C3 1.032
15 H -1.903 0.395 0.842  N4 1.074
16 H -0.602 -0.583 0.368  N4 1.100
17 H -0.096 2.084 1.507  C5 1.039
18 H 2.387 -1.113 1.067  O7 1.048
19 H 1.883 1.846 2.690  O8 1.024